1.
Computed, not measured: C24H19CoF5N4O4STe as an isolated structure, with ωB97M-V with the def2-TZVPD basis set.

## Properties
Lowest unoccupied orbital energy ... -4.433 eV
Gap between HOMO and LUMO ... 7.68 eV
Net charge ... +1
E_tot ... -3994.15897 Eh

Last column: natural (NBO) charge in e.
CARTESIAN COORDINATES (ANGSTROEM)
Co 0.568 0.205 -0.363  1.2853
C 3.044 0.195 -2.303  -0.6780
C 3.435 -0.005 -0.874  0.2877
C 4.751 -0.172 -0.455  -0.2188
C 5.026 -0.346 0.887  -0.1096
C 3.987 -0.360 1.809  -0.2062
C 2.704 -0.196 1.339  0.1717
N 2.451 -0.017 0.027  -0.4267
C 1.480 -0.214 2.160  0.2888
C 1.366 -0.359 3.528  -0.2182
C 0.093 -0.353 4.086  -0.0987
C -1.032 -0.199 3.291  -0.2157
C -0.857 -0.043 1.930  0.3340
N 0.377 -0.075 1.423  -0.3802
C -1.881 0.206 0.903  0.1725
C -3.231 0.319 1.135  -0.1897
C -4.057 0.598 0.054  -0.0999
C -3.511 0.740 -1.207  -0.2186
C -2.137 0.615 -1.385  0.2810
C -1.465 0.751 -2.714  -0.6759
N -1.360 0.360 -0.332  -0.4340
H 3.906 0.124 -2.961  0.2486
H 2.593 1.183 -2.430  0.2451
H 2.319 -0.565 -2.601  0.2549
H 5.543 -0.165 -1.190  0.2432
H 6.047 -0.477 1.220  0.2441
H 4.176 -0.505 2.862  0.2406
H 2.243 -0.472 4.147  0.2442
H -0.020 -0.463 5.156  0.2476
H -2.020 -0.177 3.725  0.2481
H -3.631 0.217 2.132  0.2430
H -5.122 0.707 0.201  0.2443
H -4.135 0.953 -2.063  0.2418
H -2.190 0.946 -3.500  0.2481
H -0.931 -0.171 -2.955  0.2540
H -0.750 1.577 -2.694  0.2404
O -2.607 3.620 1.914  -0.9333
S -1.221 3.996 1.923  2.3045
O -0.643 4.524 3.117  -0.9038
N -0.345 2.694 1.394  -0.8246
C 0.147 2.920 0.222  0.6069
O 0.795 2.032 -0.469  -0.7066
C -0.075 4.276 -0.345  -0.0816
C 0.363 4.814 -1.541  -0.1846
C 0.001 6.124 -1.834  -0.1938
C -0.780 6.865 -0.952  -0.1754
C -1.224 6.320 0.250  -0.1612
C -0.853 5.022 0.523  -0.3225
H 0.976 4.236 -2.220  0.2258
H 0.333 6.578 -2.758  0.2297
H -1.045 7.883 -1.203  0.2326
H -1.830 6.893 0.938  0.2440
F 0.270 -4.906 0.269  -0.5814
Te 0.346 -3.200 -0.410  3.4880
F 1.587 -2.837 0.936  -0.6297
F 1.721 -3.763 -1.504  -0.6009
F -0.899 -3.710 -1.667  -0.5965
F -1.011 -2.765 0.789  -0.6237
O 0.404 -1.502 -1.077  -1.1508

Forces on atoms 1 to 3 (eV/Å):
-0.13 -0.02 -0.03
0.00 -0.01 0.00
-0.02 0.00 0.01

---

2.
Computed, not measured: C24H19IrN6OSTe as an isolated structure, with ωB97M-V with the def2-TZVPD basis set.

## Properties
Lowest unoccupied orbital energy ... -1.122 eV
Gap between HOMO and LUMO ... 6.20 eV
E_tot ... -2100.20105 Eh

Last column: natural (NBO) charge in e.
CARTESIAN COORDINATES (ANGSTROEM)
Ir -0.105 -0.029 -0.383  0.6822
C 1.902 -0.319 -3.909  -0.2415
C 3.268 0.128 -3.602  -0.2169
C 3.755 0.085 -2.368  -0.1579
C 2.908 -0.336 -1.211  0.2196
N 1.531 -0.824 -1.598  -0.4484
C 1.127 -0.844 -2.969  -0.0040
C 2.787 0.677 -0.129  -0.1141
C 3.890 1.407 0.296  -0.1853
C 3.774 2.309 1.341  -0.2122
C 2.548 2.473 1.967  -0.2236
C 1.451 1.737 1.538  -0.1809
C 1.553 0.815 0.500  -0.1349
H 1.553 -0.307 -4.932  0.2282
H 3.893 0.445 -4.427  0.2207
H 4.782 0.342 -2.150  0.2251
H 0.178 -1.317 -3.168  0.2420
H 4.852 1.272 -0.182  0.2110
H 4.634 2.886 1.654  0.2138
H 2.437 3.179 2.779  0.2139
H 0.501 1.887 2.031  0.2070
N -1.385 -1.131 2.368  -0.7857
C -2.412 -1.023 1.482  0.4222
C -3.711 -1.440 1.806  -0.2948
C -4.720 -1.250 0.895  -0.1201
C -4.433 -0.667 -0.342  -0.3019
C -3.142 -0.279 -0.589  0.0885
N -2.152 -0.446 0.305  -0.5290
H -1.488 -1.709 3.181  0.4055
H -0.451 -0.909 2.055  0.4137
H -3.894 -1.904 2.766  0.2233
H -5.730 -1.553 1.139  0.2248
H -5.199 -0.514 -1.087  0.2327
H -2.859 0.170 -1.531  0.2310
N -0.926 -4.277 -0.593  -0.8049
C -0.193 -3.169 -0.854  0.6657
O -0.787 -2.127 -1.257  -0.7779
C 1.204 -3.198 -0.627  -0.5254
C 1.798 -4.345 -0.046  0.3118
N 2.196 -5.324 0.417  -0.3724
C 1.975 -2.045 -0.905  0.4416
N 3.178 -1.675 -0.624  -0.4450
H -0.469 -5.155 -0.413  0.4138
H -1.890 -4.274 -0.875  0.4037
Te -0.675 2.333 -1.446  0.3051
C -1.472 3.254 0.269  -0.4976
C -1.813 2.699 1.469  -0.3182
C -2.362 3.637 2.390  -0.2568
C -2.429 4.892 1.875  -0.4302
S -1.820 4.941 0.275  0.4508
H -1.673 1.651 1.692  0.2213
H -2.695 3.377 3.385  0.2229
H -2.793 5.793 2.341  0.2378

Forces on atoms 1 to 3 (eV/Å):
1.00 -2.04 -1.98
0.33 -0.09 0.14
-0.08 0.06 -0.14

---

3.
Computed, not measured: C24H19N2NaOSeSi as an isolated structure, with ωB97M-V with the def2-TZVPD basis set.

## Properties
Lowest unoccupied orbital energy ... -1.374 eV
Gap between HOMO and LUMO ... 7.07 eV
E_tot ... -3964.02399 Eh

Last column: natural (NBO) charge in e.
CARTESIAN COORDINATES (ANGSTROEM)
Na -1.650 0.427 -2.139  0.9622
O -1.979 0.548 -0.172  -1.4055
Si -1.225 -0.092 1.064  1.8988
C 0.532 0.623 1.147  -0.4953
C 1.544 0.119 1.968  -0.1458
C 2.829 0.640 1.942  -0.2418
C 3.134 1.699 1.098  -0.2211
C 2.142 2.235 0.292  -0.2193
C 0.861 1.696 0.320  -0.2200
C -2.053 0.177 2.732  -0.4144
C -2.203 -0.815 3.695  -0.2256
C -2.776 -0.544 4.931  -0.2225
C -3.210 0.738 5.227  -0.2175
C -3.071 1.744 4.279  -0.2094
C -2.499 1.461 3.051  -0.2163
C -1.024 -1.964 0.826  -0.4990
C -2.189 -2.726 0.694  -0.1367
C -2.145 -4.083 0.415  -0.2427
C -0.921 -4.720 0.257  -0.2212
C 0.248 -3.988 0.383  -0.2154
C 0.190 -2.627 0.664  -0.2283
H 1.328 -0.701 2.644  0.2018
H 3.594 0.221 2.585  0.2088
H 4.136 2.107 1.077  0.2090
H 2.365 3.076 -0.354  0.2047
H 0.087 2.128 -0.307  0.2122
H -1.871 -1.825 3.482  0.2102
H -2.884 -1.336 5.661  0.2067
H -3.655 0.955 6.190  0.2067
H -3.412 2.748 4.502  0.2050
H -2.409 2.255 2.318  0.2124
H -3.154 -2.247 0.810  0.2052
H -3.065 -4.649 0.322  0.2081
H -0.881 -5.781 0.044  0.2089
H 1.209 -4.475 0.270  0.2060
H 1.118 -2.074 0.769  0.2119
Se 1.547 -0.764 -2.382  1.0252
N 0.332 0.287 -3.206  -0.7632
C 0.984 0.983 -4.117  0.1865
C 0.388 1.951 -4.988  -0.2445
C 1.174 2.603 -5.874  -0.1765
C 2.589 2.353 -5.967  -0.2047
C 3.192 1.446 -5.168  -0.1887
C 2.397 0.730 -4.214  0.0716
N 2.878 -0.172 -3.383  -0.5837
H -0.676 2.146 -4.935  0.2170
H 0.740 3.336 -6.542  0.2223
H 3.163 2.912 -6.693  0.2236
H 4.252 1.239 -5.218  0.2342

Forces on atoms 1 to 3 (eV/Å):
-0.40 0.04 -0.31
-0.20 0.09 0.49
0.17 -0.02 -0.11